Molecular formula: C24H41MnN12O2S2Si
Method: DFT, wB97M-V/def2-TZVPD

Output
- Charge: +1
- Multiplicity: 2
- ⟨S²⟩: 0.793
- E_HOMO (spin up / spin down): -9.0440 / -9.0198 eV
- Calculated total energy: -3983.48640 a.u.
- Gap between HOMO and LUMO (spin up / spin down): 7.101 / 7.079 eV
- M: 676.832 g/mol

```
83
Properties=species:S:1:pos:R:3:forces:R:3
Mn 0.68043 -0.63713 0.81674 0.18 0.52 0.30
C 1.96375 -4.39511 2.99998 0.01 -0.04 -0.01
N 2.97436 -3.56380 2.36311 -0.01 0.04 -0.06
C 4.30459 -3.59233 2.96335 0.03 -0.03 -0.01
C 2.61236 -2.75043 1.36504 -0.13 -0.10 0.03
N 1.40901 -2.64702 0.87753 0.12 -0.07 0.15
N 3.64964 -1.95172 0.81232 0.03 0.11 -0.03
C 3.56677 -0.58356 1.07715 0.06 0.04 -0.07
N 4.62099 0.14428 0.64963 -0.06 -0.07 0.01
N 2.53768 -0.11446 1.68776 0.06 0.00 0.08
H 2.45736 -5.07745 3.68576 0.00 0.02 0.03
H 1.42865 -4.99783 2.26361 0.02 -0.01 -0.01
H 1.24599 -3.78795 3.55784 -0.01 0.01 0.00
H 4.72040 -4.59777 2.89691 -0.01 -0.01 0.00
H 4.23690 -3.30875 4.01404 -0.01 0.01 0.00
H 4.96100 -2.90145 2.45082 0.01 -0.01 0.00
H 0.78408 -3.28780 1.35279 -0.01 -0.01 -0.03
H 3.78012 -2.13483 -0.17615 0.01 -0.02 0.02
H 5.40629 -0.32634 0.23453 0.01 0.02 -0.01
H 4.41590 1.08743 0.35140 0.01 0.02 0.00
H 2.65254 0.87442 1.88501 -0.03 0.01 -0.04
C -4.79296 1.68567 -1.95931 0.04 0.00 0.01
Si -4.09348 0.17108 -2.79809 0.03 -0.06 -0.08
C -3.17294 0.56737 -4.38788 -0.03 0.01 0.03
C -5.55354 -0.90049 -3.30320 -0.03 -0.01 -0.01
C -3.05530 -0.89406 -1.61933 0.09 0.15 0.06
C -3.45340 -2.17250 -1.31957 -0.02 0.00 -0.04
C -2.67810 -2.97445 -0.47299 -0.01 -0.02 0.01
C -1.55326 -2.41400 0.05772 -0.09 0.04 -0.05
N -1.12039 -1.15365 -0.16451 -0.11 -0.06 -0.04
C -1.83983 -0.38249 -1.03727 -0.08 -0.11 -0.01
S -1.32599 1.18016 -1.51184 0.02 -0.03 0.02
H -5.46318 2.21576 -2.64010 0.00 0.00 -0.01
H -3.99883 2.36014 -1.64417 -0.04 0.02 0.00
H -5.37454 1.39345 -1.08190 0.00 0.01 0.01
H -3.88416 0.80446 -5.18309 -0.01 0.01 0.02
H -2.59422 -0.30005 -4.71724 0.01 0.01 0.00
H -2.49700 1.40953 -4.25323 0.02 -0.01 -0.02
H -6.12315 -0.37849 -4.07598 -0.02 0.01 0.03
H -6.23294 -1.09279 -2.46943 0.00 -0.02 -0.01
H -5.25051 -1.86118 -3.72606 0.00 0.01 -0.01
H -4.36362 -2.57387 -1.74772 -0.01 -0.01 0.00
H -2.94634 -3.99447 -0.23568 0.00 0.00 0.00
H -0.93747 -3.02102 0.69926 0.04 -0.03 0.08
S -0.39368 -0.48967 5.27310 -0.10 0.14 -0.04
C -1.33462 -1.73691 4.58430 0.13 -0.12 0.00
C -1.05441 -1.84508 3.26293 -0.09 0.21 0.08
N -0.13932 -0.93342 2.78369 -0.17 -0.16 -0.15
C 0.26899 -0.15219 3.74551 0.12 -0.14 0.11
H -2.03113 -2.31763 5.16465 0.02 -0.02 0.01
H -1.53025 -2.54010 2.59523 -0.03 -0.02 -0.08
H 0.98507 0.63683 3.59137 0.00 0.00 0.02
N 0.24197 1.35222 1.21402 0.23 -0.18 -0.08
C 0.05319 2.48125 1.07594 -0.20 0.08 -0.05
N -0.19488 3.75268 0.85264 0.08 -0.11 0.02
C 0.85151 4.57017 0.21530 0.01 0.00 0.05
C 1.63675 5.29913 1.28955 -0.03 0.03 0.01
O 0.77581 6.05255 2.12562 0.03 0.00 0.00
C -0.16266 5.23053 2.79068 0.00 0.00 0.01
C -1.04206 4.49904 1.79232 -0.04 -0.03 -0.01
H 0.34865 5.28542 -0.43668 0.00 0.00 -0.03
H 1.49925 3.92316 -0.37233 -0.02 -0.02 -0.04
H 2.33952 6.00129 0.84462 0.01 0.01 0.00
H 2.19941 4.57014 1.88999 0.01 0.01 0.02
H -0.76095 5.88080 3.42686 0.01 0.00 0.00
H 0.36129 4.50128 3.42556 0.01 0.00 0.01
H -1.62377 5.21423 1.20956 -0.01 0.00 -0.01
H -1.72673 3.80997 2.28447 0.00 0.00 -0.01
C 0.68163 -0.33123 -4.53887 -0.07 0.02 0.04
N 1.21932 -0.05135 -3.22685 0.20 0.00 -0.15
C 1.73019 1.24681 -2.84808 -0.01 -0.02 0.03
C 2.05403 1.02760 -1.37956 -0.03 -0.02 -0.07
O 2.57601 1.85705 -0.65610 0.06 0.03 0.01
N 1.69203 -0.25101 -1.02866 -0.28 -0.09 -0.08
C 1.22256 -0.83481 -2.15821 0.08 0.02 0.11
N 0.87936 -2.12386 -2.16835 -0.01 -0.04 -0.02
H 0.02824 0.48935 -4.83395 -0.01 0.00 0.00
H 0.07453 -1.23355 -4.52078 0.00 0.00 0.00
H 1.47700 -0.45296 -5.27490 0.00 0.00 -0.01
H 0.96136 2.01591 -2.94277 0.01 0.01 -0.01
H 2.61864 1.52287 -3.41871 0.01 0.01 0.00
H 0.79550 -2.55422 -1.25590 0.01 0.04 -0.03
H 0.31896 -2.49684 -2.91476 0.01 0.02 0.00
```
Forces are in eV/Å.

Formally, the Mulliken partial charges of the atoms, in units of the elementary charge, are as follows: Mn 0.39; C -1.05; N 0.09; C -1.03; C 0.29; N -0.22; N -0.27; C 0.23; N -0.38; N -0.12; H 0.36; H 0.40; H 0.34; H 0.36; H 0.36; H 0.35; H -0.23; H 0.30; H 0.27; H 0.23; H 0.22; C -1.03; Si 0.27; C -0.93; C -1.19; C 0.27; C 0.06; C -1.71; C -0.16; N 0.46; C -0.29; S -0.48; H 0.36; H 0.27; H 0.32; H 0.42; H 0.23; H 0.23; H 0.32; H 0.32; H 0.32; H 0.39; H 0.49; H 0.37; S -0.13; C -0.15; C -1.08; N 0.91; C -0.25; H 0.46; H 0.34; H 0.27; N -0.37; C 0.35; N 0.06; C -0.21; C -0.54; O -0.41; C -0.46; C -0.66; H 0.28; H 0.10; H 0.41; H 0.26; H 0.39; H 0.26; H 0.33; H 0.41; C -0.92; N 0.20; C -0.76; C -0.01; O -0.68; N 0.99; C -0.36; N -0.23; H 0.31; H 0.34; H 0.26; H 0.29; H 0.47; H 0.04; H 0.29